Entry from the OMol25 dataset: a cluster of 2 separate species, C4H12N2O3P in total (wB97M-V/def2-TZVPD).

Atoms and positions in Å:
C1 2.351 -0.227 -0.436
C2 -2.355 0.277 0.423
C3 -0.460 0.445 -1.188
C4 1.355 -0.369 0.652
N1 0.689 -1.590 0.852
N2 -1.700 -0.104 -0.846
O1 0.057 0.550 2.842
O2 2.635 0.667 2.769
O3 1.273 2.324 1.327
P1 1.323 0.788 2.106
H1 2.649 0.877 -0.593
H2 2.098 -0.746 -1.338
H3 3.416 -0.766 -0.206
H4 -3.276 -0.352 0.707
H5 -1.823 0.220 1.456
H6 -2.683 1.304 0.153
H7 -0.121 0.013 -2.030
H8 -0.381 1.614 -1.037
H9 -0.284 -1.771 1.037
H10 1.138 -2.348 0.400
H11 -1.568 -1.154 -0.839
H12 0.311 2.403 0.990

Values from the calculation:
Maximum force = 0.1133 Eh/bohr
DFT total energy = -836.199522 a.u.
LUMO (spin up / spin down) = 0.134 / 0.134 Ha
Spin multiplicity = 1
Frontier orbital gap (spin up / spin down) = 6.98 / 6.25 eV
HOMO level (spin up / spin down) = -0.1226 / -0.0953 Ha
Relative energy (zero: lowest compared OMol25 entry of this formula, charge and spin) = 3.7422 eV
Net charge = -1

---

Entry from the OMol25 dataset: a cluster of 3 separate species, C4H12N2O4 in total (wB97M-V/def2-TZVPD).

Atoms and positions in Å:
N1 -0.715 -2.954 0.160
C1 -0.684 -1.657 0.802
C2 -0.482 -0.520 -0.219
N2 0.573 0.319 -0.086
C3 1.325 0.476 1.148
C4 0.464 0.627 2.407
O1 0.997 0.461 3.475
O2 -1.151 -0.644 -1.248
H1 -0.186 -2.936 -0.712
H2 -1.603 -3.181 -0.270
H3 0.055 -1.635 1.638
H4 -1.573 -1.522 1.492
H5 0.574 1.114 -0.718
H6 2.019 1.340 1.156
H7 1.916 -0.441 1.336
H8 -0.618 0.716 2.371
H9 -0.387 0.096 -2.661
H10 0.414 0.243 -4.024
O3 0.263 0.634 -3.161
H11 -1.065 2.241 -1.423
H12 -0.156 2.443 -2.504
O4 -0.325 2.836 -1.620

Values from the calculation:
Maximum force = 0.0409 Eh/bohr
DFT total energy = -570.071500 a.u.
LUMO = 0.016 Ha
Spin multiplicity = 1
Frontier orbital gap = 10.38 eV
HOMO level = -0.3658 Ha
Structure (SMILES) = NCC(=O)NCC=O.O.O
Relative energy (zero: lowest compared OMol25 entry of this formula, charge and spin) = 1.6588 eV

---

Entry from the OMol25 dataset: a cluster of 3 separate species, C4H12N2O4 in total (wB97M-V/def2-TZVPD).

Atoms and positions in Å:
C1 2.212 -1.440 -0.762
N1 0.860 -1.344 -0.592
C2 0.190 -0.104 -0.794
C3 -0.709 0.326 0.334
N2 -1.267 1.568 0.274
C4 -1.056 2.468 -0.823
O1 -0.944 -0.406 1.287
O2 2.799 -2.499 -0.748
H1 2.737 -0.478 -0.896
H2 0.390 -2.178 -0.278
H3 0.840 0.692 -1.160
H4 -0.503 -0.184 -1.645
H5 -1.613 1.921 1.155
H6 -0.026 2.648 -1.106
H7 -1.620 2.201 -1.723
H8 -1.574 3.417 -0.668
H9 -1.785 -2.263 0.706
H10 -2.801 -1.612 -0.239
O3 -2.257 -2.394 -0.122
H11 2.092 -0.224 1.843
H12 1.612 -0.109 3.235
O4 2.423 -0.006 2.722

Values from the calculation:
Maximum force = 0.0344 Eh/bohr
DFT total energy = -570.094085 a.u.
LUMO = 0.011 Ha
Spin multiplicity = 1
Frontier orbital gap = 10.34 eV
HOMO level = -0.3694 Ha
Structure (SMILES) = CNC(=O)CNC=O.O.O
Relative energy (zero: lowest compared OMol25 entry of this formula, charge and spin) = 1.0442 eV

---

Entry from the OMol25 dataset: an isolated molecule of C4H12N2S (wB97M-V/def2-TZVPD).

Atoms and positions in Å:
N1 0.985 1.743 0.696
C1 0.500 0.465 -0.078
C2 0.729 -0.826 0.701
C3 0.157 -2.060 -0.042
S1 0.651 -2.645 -1.608
C4 -1.083 0.562 -0.353
N2 -1.664 1.837 -0.455
H1 0.512 2.640 0.487
H2 0.547 1.629 1.618
H3 1.105 0.431 -1.057
H4 1.830 -0.815 0.907
H5 0.082 -0.760 1.581
H6 0.218 -2.948 0.672
H7 -0.883 -1.855 0.027
H8 1.847 -2.133 -1.440
H9 -1.526 -0.003 -1.256
H10 -1.516 -0.008 0.512
H11 -1.213 2.316 -1.220
H12 -1.279 2.430 0.308

Values from the calculation:
Maximum force = 0.0739 Eh/bohr
DFT total energy = -667.241279 a.u.
LUMO = 0.034 Ha
Spin multiplicity = 1
Frontier orbital gap = 9.97 eV
HOMO level = -0.3328 Ha
Structure (SMILES) = NC[C@@H](N)CCS
Relative energy (zero: lowest compared OMol25 entry of this formula, charge and spin) = 1.4586 eV

---

Entry from the OMol25 dataset: an isolated molecule of C4H12N2S (wB97M-V/def2-TZVPD).

Atoms and positions in Å:
C1 0.417 -1.126 0.122
N1 0.787 0.100 -0.539
C2 -0.280 1.120 -0.616
C3 -0.124 2.163 -1.683
S1 -0.120 1.417 -3.348
C4 -0.404 -1.044 1.490
N2 0.114 -2.037 2.424
H1 -0.300 -1.645 -0.530
H2 1.285 -1.777 0.187
H3 0.603 0.359 -2.944
H4 -0.449 1.658 0.322
H5 -1.222 0.531 -0.722
H6 -0.940 2.880 -1.488
H7 0.767 2.812 -1.627
H8 -1.448 -1.295 1.268
H9 -0.102 -0.079 1.924
H10 0.269 -1.702 3.359
H11 1.497 0.595 -0.001
H12 -0.350 -2.930 2.403

Values from the calculation:
Maximum force = 0.0469 Eh/bohr
DFT total energy = -667.258555 a.u.
LUMO = 0.034 Ha
Spin multiplicity = 1
Frontier orbital gap = 9.43 eV
HOMO level = -0.3128 Ha
Structure (SMILES) = NCCNCCS
Relative energy (zero: lowest compared OMol25 entry of this formula, charge and spin) = 0.9885 eV

---

Entry from the OMol25 dataset: an isolated molecule of C4H12N2S (wB97M-V/def2-TZVPD).

Atoms and positions in Å:
C1 -1.805 -0.330 -0.563
C2 -0.283 -0.107 -0.633
C3 0.325 0.697 -1.790
S1 1.643 -0.480 -2.412
N1 0.135 0.478 0.684
C4 0.226 -0.373 1.906
N2 1.204 0.251 2.802
H1 -2.347 0.627 -0.489
H2 -1.919 -1.073 0.267
H3 -2.148 -1.017 -1.377
H4 0.062 -1.139 -0.588
H5 0.425 1.694 -1.403
H6 -0.431 0.602 -2.592
H7 2.216 -0.601 -3.658
H8 -0.540 1.234 0.763
H9 0.817 -1.259 1.622
H10 -0.730 -0.659 2.321
H11 0.985 1.254 2.700
H12 2.166 0.202 2.441

Values from the calculation:
Maximum force = 0.0646 Eh/bohr
DFT total energy = -667.211982 a.u.
LUMO = 0.025 Ha
Spin multiplicity = 1
Frontier orbital gap = 9.56 eV
HOMO level = -0.3269 Ha
Structure (SMILES) = C[C@@H](CS)NCN
Relative energy (zero: lowest compared OMol25 entry of this formula, charge and spin) = 2.2558 eV

---

Entry from the OMol25 dataset: a cluster of 2 separate species, C4H12N2S in total (wB97M-V/def2-TZVPD).

Atoms and positions in Å:
C1 -0.860 -0.109 2.286
C2 -0.224 0.259 0.973
C3 -0.923 -0.646 -0.292
S1 -2.585 -0.256 -0.367
N1 1.063 -0.057 0.936
C4 1.823 0.441 -0.174
N2 2.261 -0.690 -1.010
H1 -0.417 0.490 3.076
H2 -1.935 0.056 2.214
H3 -0.658 -1.157 2.483
H4 -2.745 1.271 -3.974
H5 -0.396 -0.447 -1.212
H6 -0.824 -1.694 -0.019
H7 -2.483 1.152 -3.280
H8 -0.460 1.292 0.725
H9 1.249 1.121 -0.798
H10 2.653 1.044 0.212
H11 2.255 -1.531 -0.435
H12 3.206 -0.539 -1.344

Values from the calculation:
Maximum force = 0.0646 Eh/bohr
DFT total energy = -667.119276 a.u.
LUMO = -0.089 Ha
Spin multiplicity = 1
Frontier orbital gap = 5.97 eV
HOMO level = -0.3087 Ha
Relative energy (zero: lowest compared OMol25 entry of this formula, charge and spin) = 4.7784 eV

---

Entry from the OMol25 dataset: an isolated molecule of C4H12N2S (wB97M-V/def2-TZVPD).

Atoms and positions in Å:
C1 0.080 1.063 -0.648
N1 -0.188 -0.315 -0.302
C2 0.331 -0.896 1.093
C3 -0.554 -0.621 2.414
S1 -1.585 -2.087 3.068
C4 0.114 1.384 -2.184
N2 0.660 0.331 -2.908
H1 -0.637 1.763 -0.058
H2 1.177 1.394 -0.172
H3 -0.398 -2.723 3.247
H4 1.357 -0.481 1.073
H5 0.332 -2.057 0.831
H6 0.026 -0.007 3.046
H7 -1.298 0.074 2.173
H8 0.451 2.319 -2.474
H9 -0.850 1.528 -2.475
H10 0.500 -0.542 -2.290
H11 -1.215 -0.609 -0.364
H12 1.696 0.481 -3.070

Values from the calculation:
Maximum force = 0.0863 Eh/bohr
DFT total energy = -667.199922 a.u.
LUMO = 0.033 Ha
Spin multiplicity = 1
Frontier orbital gap = 9.65 eV
HOMO level = -0.3221 Ha
Structure (SMILES) = NCCNCCS
Relative energy (zero: lowest compared OMol25 entry of this formula, charge and spin) = 2.5839 eV

---

Entry from the OMol25 dataset: an isolated molecule of C4H12N2S (wB97M-V/def2-TZVPD).

Atoms and positions in Å:
C1 -1.020 0.224 -0.006
N1 0.367 0.653 -0.115
C2 0.570 2.097 -0.084
N2 1.802 2.510 -0.695
C3 -1.215 -1.181 -0.589
C4 -0.368 -2.257 0.122
S1 -0.286 -2.057 1.923
H1 -1.386 0.247 1.024
H2 -1.634 0.901 -0.586
H3 0.890 0.253 0.660
H4 0.507 2.477 0.934
H5 -0.256 2.595 -0.590
H6 2.589 2.560 -0.066
H7 1.957 1.992 -1.547
H8 -2.269 -1.454 -0.524
H9 -0.806 -1.163 -1.594
H10 -0.784 -3.220 -0.125
H11 0.651 -2.235 -0.266
H12 0.691 -2.940 2.125

Values from the calculation:
Maximum force = 0.0259 Eh/bohr
DFT total energy = -667.283222 a.u.
LUMO = 0.031 Ha
Spin multiplicity = 1
Frontier orbital gap = 9.63 eV
HOMO level = -0.3233 Ha
Structure (SMILES) = NCNCCCS
Relative energy (zero: lowest compared OMol25 entry of this formula, charge and spin) = 0.3173 eV

---

Entry from the OMol25 dataset: an isolated molecule of C4H12N2S2 (wB97M-V/def2-TZVPD).

Atoms and positions in Å:
S1 0.495 -2.317 -2.458
S2 0.470 -0.382 -1.707
C1 -0.431 -0.541 -0.054
C2 0.014 0.427 1.033
C3 -0.743 0.036 2.318
N1 -1.072 1.111 3.283
N2 -0.317 1.786 0.536
C4 0.514 2.879 1.007
H1 1.639 -2.821 -1.871
H2 -1.468 -0.375 -0.345
H3 -0.285 -1.540 0.335
H4 1.074 0.416 1.271
H5 -0.118 -0.712 2.827
H6 -1.677 -0.467 2.065
H7 -1.813 0.735 3.859
H8 -0.243 1.267 3.850
H9 -1.289 1.958 0.754
H10 0.376 3.708 0.307
H11 0.263 3.209 2.027
H12 1.591 2.640 1.021

Values from the calculation:
Maximum force = 0.0392 Eh/bohr
DFT total energy = -1065.463291 a.u.
LUMO = 0.026 Ha
Spin multiplicity = 1
Frontier orbital gap = 9.30 eV
HOMO level = -0.3160 Ha
Structure (SMILES) = CN[C@@H](CN)CSS
Relative energy (zero: lowest compared OMol25 entry of this formula, charge and spin) = 0.6171 eV

---

Entry from the OMol25 dataset: a cluster of 2 separate species, C4H12N3 in total (wB97M-V/def2-TZVPD).

Atoms and positions in Å:
N1 0.967 -1.778 -1.858
C1 0.243 -0.826 -2.511
N2 -0.597 -0.061 -1.923
H1 1.236 -1.566 -0.909
H2 1.699 -2.215 -2.393
H3 0.461 -0.757 -3.574
H4 -1.049 0.536 -2.606
C2 1.254 0.366 1.503
C3 -0.173 0.780 1.673
C4 -0.622 1.677 2.520
N3 -1.097 0.092 0.762
H5 1.876 0.937 2.179
H6 1.404 -0.683 1.761
H7 1.617 0.529 0.494
H8 -1.686 1.886 2.592
H9 0.041 2.220 3.173
H10 -0.735 0.119 -0.262
H11 -2.040 0.475 0.765
H12 -1.159 -0.902 0.993

Values from the calculation:
Maximum force = 0.0128 Eh/bohr
DFT total energy = -323.632837 a.u.
LUMO = -0.106 Ha
Spin multiplicity = 1
Frontier orbital gap = 11.01 eV
HOMO level = -0.5103 Ha
Relative energy (zero: lowest compared OMol25 entry of this formula, charge and spin) = 1.2362 eV
Net charge = +1

---

Entry from the OMol25 dataset: a cluster of 2 separate species, C4H12N3 in total (wB97M-V/def2-TZVPD).

Atoms and positions in Å:
C1 1.880 3.120 -1.240
C2 0.361 -1.679 0.968
C3 -0.899 -1.114 -0.867
C4 -1.655 -0.378 1.360
N1 0.923 2.713 -0.395
N2 0.131 2.116 0.128
N3 -0.567 -0.690 0.447
H1 2.656 3.595 -0.752
H2 1.387 3.782 -1.861
H3 2.575 2.364 -1.638
H4 0.889 -1.194 1.914
H5 -0.107 -2.705 1.316
H6 1.211 -1.925 0.227
H7 0.029 -0.953 -1.349
H8 -1.345 -2.070 -0.929
H9 -1.572 -0.531 -1.297
H10 -1.945 0.695 1.569
H11 -2.548 -0.942 0.884
H12 -1.548 -0.771 2.354

Values from the calculation:
Maximum force = 0.1372 Eh/bohr
DFT total energy = -323.461738 a.u.
LUMO (spin up / spin down) = -0.216 / -0.216 Ha
Spin multiplicity = 1
Frontier orbital gap (spin up / spin down) = 5.94 / 5.94 eV
HOMO level (spin up / spin down) = -0.4345 / -0.4346 Ha
Relative energy (zero: lowest compared OMol25 entry of this formula, charge and spin) = 5.8920 eV
Net charge = +1